Below is CH6NOP in the gas phase at a distorted geometry, with properties calculated with ωB97M-V/def2-TZVPD.

Cartesian coordinates (Å):
C 0.91 1.07 0.19
N -0.43 -1.52 0.14
O -1.76 0.74 0.22
P -0.58 0.06 -0.31
H 0.64 1.40 1.12
H 1.71 0.48 0.43
H 0.84 1.94 -0.46
H 0.20 -2.17 -0.36
H -1.02 -1.96 0.87
H -0.52 -0.05 -1.84

Computed properties:
- E_tot: -513.063864 Ha
- Spin multiplicity: 1
- Energy relative to the best compared isomer or geometry (same formula, charge and spin): 7.5 kcal/mol
- Structure (SMILES): C[P@@H](N)=O
- Total charge: 0
- HOMO level: -9.887 eV